The following is a quantum chemistry calculation of a molecular structure, C22H14Br2IN2OPd, from the OMol25 dataset.

Values from the calculation:
F_max = 0.41 eV/Å
spin multiplicity = 3
M = 715.5 g mol⁻¹
HOMO level (spin up / spin down) = -10.6667 / -11.3761 eV
net charge = +1
energy above the lowest of the compared OMol25 structures with the same formula, charge and spin = 0.000 eV

Geometry as XYZ:
```
43
Properties=species:S:1:pos:R:3:mulliken_charge:R:1
I -1.01 -3.08 -1.76 0.2446
Pd 0.73 -1.44 -0.48 0.3940
Br -3.58 -3.86 0.52 -0.1137
Br 6.38 2.84 -3.22 -0.0930
O 2.45 -1.40 -1.88 -0.4490
N 1.40 0.51 0.14 -0.0585
N -0.13 -1.25 1.55 -0.2983
C 5.19 0.27 -3.44 -0.4146
C -4.89 -0.25 -0.98 -0.5075
C -2.70 -1.90 -1.39 0.0608
C 3.26 -0.48 -2.10 0.6755
C 2.38 1.19 -0.31 0.0020
C -2.83 -0.72 -2.12 -0.3571
C -3.67 -2.25 -0.46 0.3038
C 5.15 1.51 -2.77 -0.0390
C -0.77 -2.14 2.27 -0.4373
C -1.57 -0.51 3.82 -0.5460
C 0.59 1.02 1.19 0.1057
C -0.15 0.06 1.94 0.6626
C -1.49 -1.82 3.44 -0.7249
C 3.27 0.81 -1.40 0.0758
C -0.31 2.77 2.60 -0.9803
C 4.21 1.76 -1.76 -0.4951
C -4.76 -1.42 -0.26 -0.4453
C -0.96 1.86 3.38 -0.8600
C -0.90 0.48 3.06 1.2924
C 0.47 2.35 1.50 -0.6331
C 4.29 -0.69 -3.10 -0.7042
C -3.93 0.10 -1.91 -0.6280
H 0.96 3.11 0.90 0.3734
H -0.73 -3.16 1.91 0.6165
H -1.98 -2.60 3.99 0.4145
H -2.08 -0.46 -2.85 0.4024
H -5.75 0.39 -0.81 0.4060
H 5.93 0.10 -4.20 0.4424
H -5.51 -1.71 0.47 0.4231
H -0.38 3.83 2.82 0.4029
H 4.24 2.71 -1.25 0.4433
H -2.14 -0.22 4.69 0.4521
H -1.55 2.17 4.23 0.4109
H 2.62 2.16 0.13 0.3096
H 4.28 -1.66 -3.59 0.4676
H -4.02 1.01 -2.49 0.4031
```

The following is a quantum chemistry calculation of 11 unconnected molecules or ions with the total composition C17H53FN22O11, from the OMol25 dataset.

Values from the calculation:
F_max = 1.18 eV/Å
spin multiplicity = 1
M = 760.8 g mol⁻¹
SMILES = CC[C@@H](F)[C@H]1NC(=O)C[C@@H]1N.NC(N)=O.NC(N)=O.NC(N)=O.NC(N)=O.NC(N)=O.NC(N)=O.NC(N)=O.NC(N)=O.NC(N)=O.NC(N)=O
HOMO level = -8.6718 eV

Geometry as XYZ:
```
104
Properties=species:S:1:pos:R:3:mulliken_charge:R:1
F -2.54 2.03 -0.73 -0.3865
O -1.89 -3.01 0.31 -0.7997
O 2.87 1.03 -1.75 -0.8043
O 3.37 -1.44 6.58 -0.7013
O -2.97 5.01 4.05 -0.6946
O -3.35 3.02 -5.94 -0.6076
O 0.77 2.92 3.62 -0.9054
O 1.19 -2.11 -3.28 -0.5965
O -3.24 -3.40 -5.50 -0.6826
O 2.99 -4.41 2.90 -0.7048
O 3.36 4.25 0.91 -0.6023
O -4.11 -1.89 -2.86 -0.4875
N 3.35 -1.53 -2.90 -0.2626
N 0.23 -2.93 -0.49 -0.0826
N 4.47 5.99 1.84 -0.4426
N 4.41 -0.21 8.16 -0.4119
N -0.21 -3.88 1.56 -0.3567
N 2.84 -3.53 -3.94 -0.3875
N -2.26 2.87 3.78 -0.3100
N 2.98 4.74 3.09 -0.2023
N -2.83 4.16 1.95 -0.3048
N -0.16 0.91 3.99 -0.2555
N 3.46 -4.04 5.09 -0.2999
N 0.15 2.40 5.75 -0.4339
N -1.60 -2.49 -4.27 0.0378
N 3.31 -2.16 8.73 -0.3894
N 0.17 0.51 1.01 -0.4977
N -2.85 1.89 -7.83 -0.3703
N -2.21 4.09 -7.58 -0.4108
N 0.65 1.54 -2.28 -0.3828
N -3.95 -3.70 -1.51 -0.2991
N 3.36 -2.28 3.62 -0.2441
N -5.23 -3.79 -3.43 -0.3999
N -1.18 -4.35 -5.59 -0.3236
C 3.58 4.94 1.89 0.6080
C 0.28 2.13 4.41 0.5564
C 1.80 1.58 -1.50 -0.0588
C 3.68 -1.28 7.75 0.6675
C 0.06 1.63 0.06 -0.0647
C 3.25 -3.63 3.80 0.5254
C -2.84 3.01 -7.04 0.6501
C -3.36 0.91 -3.73 -1.4335
C 2.39 -2.36 -3.37 0.5117
C 1.37 2.36 -0.29 -0.6189
C -2.62 0.41 -2.49 0.4657
C -4.43 -3.05 -2.62 0.6008
C -2.07 -3.41 -5.15 0.3992
C -0.70 -3.26 0.45 0.5751
C -2.71 4.07 3.31 0.5251
C -0.43 1.08 -1.34 1.6496
C -1.81 1.53 -1.83 -0.1413
H 0.48 3.29 6.07 0.2326
H 2.10 2.57 0.49 0.6152
H 0.71 -0.25 0.61 0.1356
H -3.15 5.03 1.57 0.1836
H -1.93 -0.40 -2.73 -0.3844
H -5.43 -4.76 -3.25 0.1360
H 3.39 -5.02 5.27 0.1826
H -5.56 -3.37 -4.28 0.2349
H -0.86 -4.14 2.27 0.2210
H -3.30 1.07 -7.46 0.2281
H 3.81 -3.76 -4.02 0.1530
H -0.08 -2.48 -1.33 -0.0349
H 4.67 6.59 2.62 0.1375
H 0.77 -4.08 1.69 0.1136
H -2.26 -1.82 -3.94 0.0027
H -0.76 0.13 1.18 0.4462
H 3.07 -0.67 -2.45 0.1651
H 4.68 -0.05 9.12 0.1618
H -2.04 2.10 3.20 0.2327
H 0.74 0.99 -3.12 0.3468
H -4.18 -4.65 -1.29 0.1426
H 2.26 4.04 3.12 0.3015
H 2.15 -4.17 -4.28 0.1799
H 3.56 -1.65 4.38 0.2234
H 4.33 -1.75 -2.97 0.1871
H -0.22 -4.37 -5.30 0.1198
H -3.33 -3.19 -0.90 0.2622
H -3.93 0.12 -4.20 0.4618
H -2.18 4.93 -7.03 0.2205
H -1.66 2.36 -2.52 0.4311
H -0.65 -2.46 -3.93 0.2444
H -2.63 3.40 1.33 0.2758
H -2.44 1.84 -8.74 0.1572
H 3.22 -1.93 2.69 0.1552
H -0.55 0.22 4.60 0.1737
H -0.25 1.75 6.40 0.1873
H 4.69 0.45 7.46 0.2239
H 3.55 -2.05 9.69 0.1701
H 4.92 6.17 0.96 0.2393
H -3.33 0.07 -1.74 0.2035
H -1.51 -5.04 -6.23 0.2124
H -2.63 1.32 -4.44 0.3422
H 2.76 -2.95 8.45 0.2226
H 3.68 -3.40 5.83 0.2220
H 3.19 5.28 3.91 0.1865
H -0.59 2.36 0.52 -0.4321
H 1.05 3.30 -0.75 0.2695
H -4.02 1.73 -3.44 0.3736
H -0.29 -0.01 -1.34 -0.6574
H 1.21 -3.14 -0.39 0.1712
H -2.16 2.79 4.77 0.2025
H -0.07 0.72 3.00 0.2498
H -1.78 4.09 -8.49 0.1532
```

The following is a quantum chemistry calculation of a molecular structure, C43H41BN12O2S3W, from the OMol25 dataset.

Values from the calculation:
F_max = 0.60 eV/Å
spin multiplicity = 3
M = 1048.7 g mol⁻¹
HOMO level (spin up / spin down) = -6.5043 / -7.4925 eV
energy above the lowest of the compared OMol25 structures with the same formula, charge and spin = 4.115 eV

Geometry as XYZ:
```
103
Properties=species:S:1:pos:R:3:mulliken_charge:R:1
W -0.59 -0.39 0.17 0.9758
S 0.79 -1.05 -1.86 -0.4832
S 2.49 2.42 -0.41 -0.1702
S -2.40 0.21 -1.59 -0.6240
O -1.57 -2.20 -0.10 -0.1360
O 1.52 0.57 2.28 -0.1369
N -0.83 1.46 0.65 0.5580
N 5.07 2.17 -1.18 -0.1483
N -1.13 2.33 -2.86 0.4640
N -0.77 -1.95 -3.92 0.3401
N 1.11 -1.70 0.85 0.5091
N -1.15 -0.82 2.09 -0.2601
N -0.37 0.19 -4.03 0.0044
N 3.72 0.68 -2.03 0.2855
N 1.12 -2.95 0.89 -0.8260
N -2.45 -0.57 4.12 -0.2235
N -5.40 1.26 4.99 -0.6011
N -2.90 2.89 -1.72 0.2784
C 3.93 0.43 2.06 -0.4947
C -0.55 -6.17 0.42 0.8198
C -1.55 2.32 1.27 0.7863
C -2.14 -4.44 -0.20 -1.0009
C 3.53 -1.85 0.53 -0.0366
C 1.64 1.76 3.03 -0.7137
C -1.18 -3.41 0.10 0.2386
C 5.01 -0.26 1.52 -0.5068
C 0.98 -7.94 1.02 -0.5954
C -1.01 6.54 0.92 -0.6445
C 4.82 -1.39 0.75 -1.2465
C -3.41 0.86 1.76 -1.1374
C 3.78 1.75 -1.23 -0.1583
C 2.45 -1.18 1.07 0.2909
C 5.03 0.26 -2.50 -0.3884
C -0.84 -3.31 -3.42 -1.0088
C -2.53 1.74 2.26 0.5060
C 2.64 -0.02 1.82 0.1015
C 1.66 -5.63 1.21 -0.6768
C -0.15 -0.92 -3.31 -0.1886
C -1.99 0.75 4.48 -1.3107
C -2.40 4.04 -2.28 -0.5070
C -2.22 -0.82 2.70 -0.6212
C 1.94 -6.96 1.35 -0.7328
C -1.42 -1.48 -5.04 -0.5383
C 0.41 -5.19 0.74 0.6881
C -0.32 4.30 0.37 0.0486
C -0.25 -7.54 0.56 -0.9125
C -2.05 6.03 1.69 -0.8848
C -3.94 -0.59 3.87 0.0159
C -2.05 1.79 3.65 -0.1919
C -4.12 2.83 -0.95 -1.0091
C -0.15 5.67 0.27 -0.6860
C -3.71 -0.49 2.37 0.2920
C -2.10 1.85 -2.07 0.0014
C 5.89 1.50 -2.17 -0.6303
C -1.31 3.68 -2.99 -0.8549
C -1.35 3.79 1.15 1.2190
C -1.17 -0.15 -5.09 -0.5943
C -2.22 4.66 1.81 -0.6056
C -1.84 -5.75 -0.05 -0.8542
C -4.73 0.45 4.51 -0.0171
C 0.09 -3.78 0.58 0.3326
B 0.05 1.63 -3.65 0.8285
H -0.88 7.61 0.83 0.3865
H 0.62 2.08 3.23 -0.2150
H -4.53 1.83 -1.01 0.3714
H 6.86 1.22 -1.77 0.3218
H 0.34 3.62 -0.15 -0.1902
H 2.16 2.53 2.46 0.3878
H -0.95 -3.99 -4.27 0.3887
H 1.21 -8.99 1.13 0.3922
H 5.01 0.04 -3.57 0.3903
H -3.55 0.86 0.69 -0.1864
H 2.86 0.16 -2.13 -0.2639
H 2.40 -4.88 1.47 0.4860
H 2.16 1.57 3.98 0.4649
H 4.10 1.33 2.64 0.3863
H 0.07 -3.54 -2.88 0.3428
H -1.48 0.59 -5.81 0.5020
H 3.35 -2.73 -0.07 0.4954
H -4.31 -1.12 1.72 0.6532
H 1.04 1.61 -2.98 -0.3031
H 0.66 6.06 -0.34 0.5161
H -1.99 -2.13 -5.68 0.4775
H -2.73 6.70 2.20 0.4510
H -1.66 2.75 4.00 0.6380
H 6.01 0.11 1.71 0.4462
H 5.37 -0.62 -1.96 0.1587
H 2.91 -7.27 1.71 0.4111
H 5.26 3.10 -0.84 0.2426
H -3.94 3.09 0.10 0.2983
H -3.04 4.26 2.40 0.4974
H 5.67 -1.93 0.33 0.4570
H -4.83 3.54 -1.37 0.4257
H -1.69 -3.42 -2.75 0.3515
H 0.18 2.26 -4.67 -0.1990
H -2.58 -6.50 -0.29 0.3689
H -0.63 4.28 -3.58 0.5364
H -1.01 -8.27 0.31 0.3963
H 6.05 2.12 -3.06 0.3233
H -1.63 0.86 5.50 0.4329
H -3.12 -4.12 -0.54 0.6147
H -4.35 -1.56 4.16 0.5987
H -2.86 5.00 -2.11 0.5189
```

The following is a quantum chemistry calculation of a molecular structure, C42H42Cl3N9O6SSeTaTe, from the OMol25 dataset.

Values from the calculation:
F_max = 2.08 eV/Å
spin multiplicity = 2
M = 1294.8 g mol⁻¹
HOMO level (spin up / spin down) = -12.0955 / -12.3754 eV
net charge = +2
energy above the lowest of the compared OMol25 structures with the same formula, charge and spin = 1.296 eV

Geometry as XYZ:
```
106
Properties=species:S:1:pos:R:3:mulliken_charge:R:1
Ta 14.11 9.83 16.20 2.6207
Te 16.60 8.98 13.01 1.2102
Se 9.68 9.47 19.64 0.3153
Cl 11.84 13.04 19.05 -0.1826
Cl 16.21 12.37 22.25 -0.2371
Cl 12.74 11.68 13.85 2.1443
S 13.77 7.92 18.17 -0.3391
O 15.33 11.50 15.79 -0.8197
O 13.72 12.47 13.22 -0.6640
O 13.27 11.20 17.33 -0.3218
O 13.58 10.38 14.34 -1.4213
O 11.82 11.13 12.95 -0.5733
O 12.12 12.29 14.94 -0.5768
N 15.59 6.95 16.47 -0.3255
N 14.75 7.28 15.36 0.2649
N 8.71 10.11 18.31 -0.7451
N 12.67 7.39 13.37 0.1362
N 15.67 9.97 17.81 0.5030
N 16.39 9.92 14.75 -0.2522
N 11.08 9.03 18.65 -0.5042
N 15.80 6.27 18.62 -0.2875
N 11.65 9.11 16.29 -0.0176
C 17.18 10.62 20.05 -0.9174
C 16.89 12.53 9.70 0.3025
C 14.41 9.95 10.80 -1.5145
C 12.96 5.76 11.13 -0.8155
C 13.31 12.25 19.43 0.7686
C 15.10 6.97 17.74 0.1612
C 14.53 6.33 14.53 0.0974
C 15.15 10.81 18.76 0.0408
C 11.06 9.28 15.11 0.4919
C 11.75 7.37 12.40 0.1225
C 13.90 5.76 12.14 -0.4822
C 18.54 8.11 12.96 0.1487
C 22.35 6.35 12.20 -1.6933
C 15.67 10.77 10.77 0.1330
C 17.81 7.51 10.59 -2.1124
C 16.17 11.23 14.86 0.9527
C 19.39 8.85 15.30 -1.0642
C 19.51 8.14 13.98 1.5220
C 16.96 13.61 8.67 -1.7108
C 14.01 12.50 20.65 -0.3203
C 17.98 11.21 11.43 1.3310
C 13.71 6.53 13.29 0.6075
C 14.95 4.92 14.72 -1.5688
C 15.75 11.79 9.86 -1.0482
C 20.73 7.55 13.70 -0.7494
C 17.63 9.69 19.13 -1.7560
C 15.26 12.02 20.85 0.5849
C 13.89 11.41 18.49 -0.7521
C 15.88 11.14 19.89 0.5677
C 9.45 9.89 17.19 0.5816
C 8.97 10.17 15.88 -0.7299
C 18.01 12.18 10.46 -0.8579
C 16.79 10.51 11.58 1.4394
C 21.01 6.91 12.47 0.4664
C 10.78 9.30 17.39 0.4382
C 18.78 7.49 11.73 0.4437
C 9.76 9.77 14.87 -0.8272
C 16.85 9.42 18.01 0.4823
C 11.81 6.55 11.27 -0.9583
C 16.68 12.37 14.10 -1.2727
C 20.03 6.89 11.52 -0.8841
C 19.19 10.99 12.29 -1.6244
H 13.56 13.16 21.37 0.5006
H 16.25 13.45 7.86 0.4058
H 16.71 14.59 9.13 0.2835
H 14.78 5.09 12.10 0.2248
H 13.10 5.10 10.28 0.4822
H 11.05 6.59 10.49 0.4385
H 16.55 13.28 14.69 0.5011
H 9.43 9.90 13.84 0.4299
H 15.55 6.46 19.59 0.3203
H 13.59 10.50 10.37 0.4763
H 14.50 9.05 10.24 0.4253
H 18.36 9.16 15.50 -1.0346
H 18.65 9.32 19.23 0.4427
H 7.98 10.63 15.74 0.4773
H 17.80 10.95 20.87 0.4860
H 14.04 4.31 14.92 0.3441
H 19.86 11.84 12.21 0.5422
H 21.45 7.55 14.54 0.4504
H 19.72 10.08 11.99 0.2517
H 17.94 13.68 8.22 0.4300
H 20.25 6.41 10.57 0.4193
H 15.42 4.47 13.83 0.3586
H 18.95 10.83 13.34 0.0859
H 17.86 8.43 9.99 0.4185
H 17.77 12.31 13.90 0.3413
H 20.00 9.77 15.29 0.4048
H 17.15 8.72 17.23 0.3682
H 16.10 12.45 13.18 0.1211
H 14.16 9.65 11.83 -0.1955
H 22.38 5.74 11.30 0.3732
H 22.71 5.70 12.99 0.4068
H 16.75 7.47 10.91 0.1673
H 18.00 6.74 9.86 0.5736
H 18.93 12.73 10.31 0.5125
H 16.47 5.58 18.42 0.1936
H 15.59 4.74 15.56 0.4602
H 23.09 7.18 12.09 0.3092
H 16.29 6.23 16.28 0.3507
H 19.73 8.18 16.08 0.7578
H 11.70 9.15 14.27 0.0706
H 10.90 8.03 12.55 0.2386
H 14.89 11.97 9.21 0.4348
```

Number 1: energy -6604.88570 Ha. Number 2: energy -2812.16341 Ha. Number 3: energy -3757.27044 Ha. Number 4: energy -7074.44244 Ha.